DFT (ωB97M-V/def2-TZVPD) results for the molecule C2H7O2P in a non-equilibrium geometry.

Last columns: bonded neighbours and bond lengths (Å).
CARTESIAN COORDINATES (ANGSTROEM)
1 C 1.07381 1.35037 0.02398  O2 1.474, H6 1.144, H7 1.166, H8 1.091
2 O -0.38117 1.31592 0.26005  C1 1.474, P3 1.623
3 P -1.17024 0.01077 -0.29381  O2 1.623, C4 1.838, O5 1.485, H9 1.331
4 C -0.23867 -1.45065 0.31771  P3 1.838, H10 1.135, H11 1.086, H12 1.123
5 O -2.61151 0.09403 0.05612  P3 1.485
6 H 1.48441 2.38678 0.27944  C1 1.144
7 H 1.52411 1.06254 -1.01285  C1 1.166
8 H 1.51789 0.65936 0.74238  C1 1.091
9 H -0.84209 0.09795 -1.58068  P3 1.331
10 H -0.08900 -1.68259 1.41892  C4 1.135
11 H -0.98731 -2.17640 0.01429  C4 1.086
12 H 0.71977 -1.66807 -0.22556  C4 1.123

* HOMO-LUMO gap: 11.345 eV
* SMILES string: CO[P@@H](C)=O
* spin multiplicity: 1

Atomic partial charges in e from the natural (NBO) method, atoms 1 to 4:
1 C -0.289
2 O -0.806
3 P 1.993
4 C -1.054